[1]
DFT (ωB97M-V/def2-TZVPD) results for a structure of composition C5H9Cl5NO4S2.

Atoms and positions in Å:
1 C 2.314 0.333 -0.566
2 C 0.959 0.778 -0.043
3 Cl 1.185 2.329 0.880
4 C -0.064 1.048 -1.135
5 S -0.615 -0.494 -1.916
6 O -0.253 -0.366 -3.312
7 O 0.018 -1.572 -1.193
8 N -2.218 -0.523 -1.839
9 S -2.909 -0.450 -0.393
10 C -3.861 1.046 -0.536
11 O -3.899 -1.490 -0.235
12 O -1.979 -0.263 0.703
13 H 2.837 1.193 -0.979
14 H 2.898 -0.105 0.238
15 H 2.183 -0.415 -1.342
16 H 0.521 0.060 0.637
17 H -0.926 1.533 -0.697
18 H 0.348 1.685 -1.913
19 H -4.596 1.061 0.263
20 H -4.374 0.984 -1.492
21 H -3.230 1.928 -0.513
22 C 3.125 -1.660 3.075
23 Cl 1.424 -1.686 2.642
24 Cl 3.399 -2.666 4.509
25 Cl 4.090 -2.287 1.733
26 Cl 3.625 -0.001 3.426

Calculated values
DFT total energy: -3649.0334 Ha
highest occupied orbital energy: -5.9799 eV
total charge: -1

Results of the Löwdin charge analysis, in e, for atoms 1 through 5: C -0.13; C -0.76; Cl 0.56; C -0.29; S 0.50

=====

[2]
DFT (ωB97M-V/def2-TZVPD) results for a cluster of 17 separate species, C87H201N12O20 in total.

Atoms and positions in Å:
1 C 6.984 2.871 -3.483
2 C 5.483 2.900 -3.332
3 O 4.868 3.994 -3.323
4 N 4.774 1.667 -3.257
5 H 5.298 0.909 -3.680
6 H 5.614 0.214 -1.273
7 C 3.293 1.595 -2.774
8 H 7.491 3.753 -3.089
9 H 7.017 2.945 -4.568
10 H 7.488 1.959 -3.213
11 H 3.003 0.555 -2.523
12 H 2.630 2.033 -3.497
13 H 3.173 2.216 -1.854
14 C 4.762 5.901 2.873
15 C 6.184 6.189 2.433
16 C 7.027 4.948 2.802
17 N 8.413 4.896 2.340
18 C 9.166 5.974 2.975
19 C 10.660 5.864 2.859
20 C 11.107 4.565 3.444
21 C 10.429 3.399 2.753
22 C 8.949 3.543 2.797
23 C 8.425 4.946 0.896
24 H 4.566 5.576 3.886
25 H 4.314 5.192 2.166
26 H 4.215 6.853 2.821
27 H 6.620 6.970 3.008
28 H 6.219 6.419 1.368
29 H 6.563 3.993 2.452
30 H 7.180 4.854 3.910
31 H 8.960 6.040 4.025
32 H 8.822 6.896 2.528
33 H 11.125 6.622 3.524
34 H 11.105 6.017 1.856
35 H 10.998 4.502 4.526
36 H 12.155 4.380 3.241
37 H 10.720 2.445 3.235
38 H 10.764 3.289 1.744
39 H 8.690 3.501 3.868
40 H 8.408 2.812 2.169
41 H 9.379 4.762 0.469
42 H 8.020 5.915 0.568
43 H 7.787 4.158 0.540
44 C -8.120 -1.609 -4.281
45 C -7.808 -2.641 -3.205
46 C -7.619 -1.910 -1.842
47 N -7.413 -2.701 -0.649
48 C -7.267 -1.758 0.546
49 C -8.602 -1.121 1.002
50 C -9.646 -2.200 1.312
51 C -9.865 -2.989 0.039
52 C -8.601 -3.680 -0.417
53 C -6.144 -3.478 -0.831
54 H -9.070 -1.116 -4.068
55 H -8.304 -2.117 -5.250
56 H -7.296 -0.884 -4.402
57 H -6.888 -3.210 -3.436
58 H -8.581 -3.381 -3.108
59 H -8.434 -1.235 -1.690
60 H -6.709 -1.288 -1.937
61 H -6.520 -1.044 0.209
62 H -6.825 -2.356 1.308
63 H -9.011 -0.464 0.248
64 H -8.381 -0.703 1.948
65 H -10.562 -1.739 1.666
66 H -9.340 -2.856 2.151
67 H -10.418 -2.461 -0.734
68 H -10.517 -3.850 0.200
69 H -8.719 -4.279 -1.294
70 H -8.230 -4.328 0.391
71 H -5.820 -4.068 0.010
72 H -5.324 -2.798 -1.022
73 H -6.317 -4.159 -1.670
74 C 9.058 -0.426 4.244
75 C 8.063 -1.073 5.174
76 C 6.782 -0.339 5.044
77 N 5.711 -0.620 6.023
78 C 5.970 0.025 7.299
79 C 4.821 0.161 8.246
80 C 3.725 0.977 7.558
81 C 3.295 0.219 6.330
82 C 4.421 -0.063 5.412
83 C 5.532 -2.063 6.221
84 H 8.702 -0.440 3.196
85 H 10.013 -0.989 4.192
86 H 9.208 0.615 4.553
87 H 8.458 -1.148 6.216
88 H 7.927 -2.138 4.831
89 H 6.314 -0.452 4.052
90 H 6.916 0.737 5.188
91 H 6.213 1.075 7.035
92 H 6.830 -0.452 7.741
93 H 5.249 0.610 9.119
94 H 4.491 -0.825 8.594
95 H 4.101 1.950 7.247
96 H 2.904 1.263 8.170
97 H 2.587 0.792 5.723
98 H 2.767 -0.715 6.635
99 H 4.712 0.853 4.921
100 H 4.174 -0.821 4.640
101 H 5.454 -2.515 5.266
102 H 4.590 -2.294 6.741
103 H 6.364 -2.549 6.744
104 C -1.786 6.217 -2.018
105 C -0.393 5.967 -2.701
106 C 0.187 7.210 -3.382
107 N 1.496 6.924 -4.080
108 C 2.078 8.294 -4.570
109 C 2.380 9.150 -3.364
110 C 3.381 8.517 -2.459
111 C 2.927 7.147 -2.005
112 C 2.520 6.360 -3.176
113 C 1.250 6.036 -5.211
114 H -1.643 6.787 -1.118
115 H -2.177 5.223 -1.917
116 H -2.509 6.775 -2.664
117 H -0.419 5.122 -3.374
118 H 0.376 5.586 -1.983
119 H 0.368 7.918 -2.593
120 H -0.476 7.738 -4.062
121 H 1.325 8.763 -5.206
122 H 2.962 8.075 -5.166
123 H 1.469 9.507 -2.850
124 H 2.817 10.060 -3.836
125 H 3.628 9.077 -1.558
126 H 4.329 8.436 -2.926
127 H 2.127 7.123 -1.258
128 H 3.745 6.588 -1.637
129 H 2.150 5.362 -2.910
130 H 3.366 6.208 -3.858
131 H 1.982 6.157 -6.035
132 H 0.269 6.303 -5.647
133 H 1.237 5.013 -4.899
134 C 2.379 -3.306 -7.849
135 C 2.012 -3.048 -6.375
136 C 3.085 -3.725 -5.408
137 N 2.782 -3.780 -3.996
138 C 4.077 -4.131 -3.203
139 C 4.042 -4.064 -1.729
140 C 3.430 -2.738 -1.304
141 C 2.102 -2.435 -1.973
142 C 2.232 -2.496 -3.468
143 C 1.854 -4.920 -3.795
144 H 3.261 -2.865 -8.301
145 H 1.569 -2.875 -8.411
146 H 2.491 -4.380 -7.861
147 H 1.080 -3.558 -6.207
148 H 1.942 -1.958 -6.179
149 H 3.939 -3.054 -5.462
150 H 3.270 -4.714 -5.863
151 H 4.798 -3.418 -3.586
152 H 4.380 -5.175 -3.481
153 H 5.066 -4.220 -1.431
154 H 3.457 -4.855 -1.265
155 H 4.134 -1.926 -1.564
156 H 3.358 -2.711 -0.202
157 H 1.804 -1.411 -1.718
158 H 1.246 -3.039 -1.672
159 H 2.943 -1.789 -3.923
160 H 1.276 -2.336 -3.953
161 H 2.294 -5.758 -4.278
162 H 0.924 -4.830 -4.343
163 H 1.634 -5.090 -2.729
164 C -2.597 -2.246 1.338
165 C -1.898 -1.099 0.633
166 C -1.748 0.209 1.494
167 N -1.122 1.305 0.725
168 C -0.915 2.492 1.580
169 C 0.154 2.365 2.656
170 C 1.509 1.837 2.135
171 C 1.247 0.645 1.249
172 C 0.198 0.961 0.194
173 C -2.014 1.633 -0.447
174 H -3.563 -1.846 1.671
175 H -1.994 -2.625 2.126
176 H -2.883 -3.032 0.606
177 H -2.533 -0.874 -0.225
178 H -0.954 -1.382 0.203
179 H -1.212 -0.139 2.363
180 H -2.788 0.550 1.653
181 H -1.888 2.836 1.916
182 H -0.638 3.267 0.852
183 H -0.228 1.726 3.471
184 H 0.271 3.343 3.119
185 H 2.227 1.600 2.937
186 H 2.107 2.586 1.552
187 H 1.057 -0.258 1.850
188 H 2.161 0.479 0.680
189 H 0.147 0.134 -0.525
190 H 0.533 1.877 -0.264
191 H -1.520 2.462 -0.959
192 H -3.027 1.933 -0.133
193 H -1.939 0.738 -1.085
194 C -2.269 -6.772 2.242
195 C -2.853 -8.140 2.090
196 C -4.290 -7.909 1.533
197 N -5.136 -9.148 1.310
198 C -6.346 -8.761 0.618
199 C -6.177 -8.259 -0.838
200 C -5.482 -9.368 -1.652
201 C -4.235 -9.799 -0.899
202 C -4.507 -10.235 0.480
203 C -5.410 -9.578 2.697
204 H -1.322 -6.778 2.700
205 H -2.970 -6.224 2.904
206 H -2.170 -6.197 1.313
207 H -2.953 -8.540 3.098
208 H -2.199 -8.807 1.497
209 H -4.199 -7.358 0.612
210 H -4.899 -7.293 2.234
211 H -6.735 -7.960 1.230
212 H -6.945 -9.693 0.621
213 H -5.550 -7.377 -0.809
214 H -7.150 -7.990 -1.247
215 H -5.175 -9.143 -2.686
216 H -6.148 -10.178 -1.772
217 H -3.492 -9.026 -1.040
218 H -3.719 -10.620 -1.405
219 H -3.594 -10.573 0.976
220 H -5.191 -11.079 0.587
221 H -5.810 -8.739 3.252
222 H -4.475 -9.959 3.074
223 H -6.144 -10.382 2.754
224 C -4.101 -0.704 -4.829
225 C -3.212 -1.841 -5.203
226 C -2.592 -1.605 -6.590
227 O -1.727 -2.681 -6.746
228 C -1.006 -2.737 -7.977
229 N -2.189 -2.138 -4.164
230 H -1.616 -2.871 -4.558
231 H -1.558 -1.350 -3.872
232 H -2.641 -2.602 -3.281
233 H -4.739 -0.486 -5.675
234 H -3.452 0.158 -4.625
235 H -4.714 -0.989 -3.944
236 H -3.800 -2.737 -5.355
237 H -2.129 -0.644 -6.656
238 H -3.461 -1.696 -7.225
239 H -1.571 -2.812 -8.921
240 H -0.454 -3.674 -7.912
241 H -0.238 -1.897 -7.995
242 C 1.299 -3.175 1.696
243 C 1.104 -4.622 2.039
244 C 1.565 -5.730 1.054
245 O 0.971 -6.919 1.531
246 C 1.705 -8.081 0.957
247 N 1.651 -4.828 3.420
248 H 1.267 -3.255 4.362
249 H 1.124 -5.609 3.822
250 H 2.679 -4.993 3.386
251 H 2.227 -2.774 1.986
252 H 0.596 -2.585 2.308
253 H 1.151 -3.096 0.622
254 H 0.025 -4.864 2.091
255 H 2.684 -5.807 0.972
256 H 1.222 -5.578 0.014
257 H 1.013 -8.908 1.007
258 H 2.583 -8.208 1.592
259 H 2.016 -7.871 -0.077
260 C -5.255 6.757 3.619
261 C -4.635 5.364 3.904
262 C -3.201 5.669 4.533
263 O -2.474 5.772 3.347
264 C -1.240 6.452 3.375
265 N -5.502 4.703 4.980
266 H -5.349 5.093 5.891
267 H -6.451 4.778 4.785
268 H -5.297 3.730 5.039
269 H -5.451 7.267 4.546
270 H -6.265 6.574 3.181
271 H -4.582 7.314 2.978
272 H -4.444 4.649 3.093
273 H -2.904 4.782 5.092
274 H -3.249 6.548 5.209
275 H -0.944 6.721 4.425
276 H -1.272 7.398 2.800
277 H -0.445 5.708 3.124
278 C -5.793 1.942 -2.928
279 C -5.498 3.322 -2.300
280 C -6.041 4.530 -3.018
281 O -5.865 5.601 -2.130
282 C -6.137 6.821 -2.860
283 N -6.091 3.294 -0.891
284 H -5.628 2.703 -0.117
285 H -6.191 4.261 -0.594
286 H -7.084 3.011 -0.965
287 H -6.879 1.807 -2.940
288 H -5.320 1.140 -2.368
289 H -5.360 1.897 -3.921
290 H -4.457 3.504 -2.170
291 H -7.137 4.476 -3.242
292 H -5.538 4.694 -3.986
293 H -5.620 7.538 -2.237
294 H -7.216 6.949 -3.043
295 H -5.627 6.821 -3.822
296 O -2.926 -5.422 -1.770
297 C -2.300 -4.211 -1.951
298 O -3.048 -3.207 -2.015
299 O -1.066 -4.105 -2.147
300 H -2.056 -5.914 -1.806
301 O 4.913 1.947 0.382
302 C 5.177 0.650 0.622
303 O 5.498 -0.037 -0.425
304 O 5.131 0.063 1.742
305 H 4.874 2.565 1.129
306 O -5.136 0.238 2.654
307 C -5.281 1.624 2.113
308 O -5.111 1.555 0.891
309 O -5.392 2.539 2.907
310 H -4.933 0.470 3.569
311 O -1.230 -2.655 4.704
312 C -0.185 -1.854 4.573
313 O -0.278 -0.615 4.497
314 O 1.010 -2.342 4.672
315 H -1.938 -2.173 5.174
316 O -1.535 1.723 -3.898
317 C -0.352 1.141 -3.226
318 O 0.443 1.999 -2.905
319 O -0.441 -0.072 -2.972
320 H -1.359 2.115 -4.772

Calculated values
DFT total energy: -5594.8670 Ha
highest occupied orbital energy: -19.5764 eV
total charge: +7

Results of the Löwdin charge analysis, in e, for atoms 1 through 5: C 0.00; C -0.49; O 0.00; N 0.01; H 0.11

=====

What are the gap between HOMO and LUMO values for these records? In order: 0.302; 0.327 Ha.
What are the max |F| values for these records? In order: 0.0157; 0.0976 hartree/bohr.